Below is a molecular structure, C24H48Cl2N2O2Si2, with properties calculated with ωB97M-V/def2-TZVPD.

Structure (ORCA input):
```
! wB97M-V def2-TZVPD RIJCOSX def2/J DEFGRID3
* xyz 0 1
Cl 0.91238 -3.31553 -4.39225
Cl -1.35086 -6.31302 -1.94387
Si 1.48657 -1.79569 -1.77445
Si -0.01034 -3.93935 -0.72890
O 1.49940 -3.34579 -1.17787
O 4.98401 -2.43104 -1.88226
N 4.63810 -0.91682 1.47128
N -1.01428 5.10755 1.29091
C -0.22476 -0.90482 -3.84307
C -2.20818 4.44793 0.79645
C -0.81020 -0.00522 1.68793
C 4.21002 -1.84202 -0.84184
C -2.40420 -1.63945 0.52688
C -0.58035 -3.42395 0.98442
C 0.17667 -6.67124 0.28720
C -1.90411 3.27377 -0.11993
C -2.80252 0.76499 3.43970
C -1.27285 6.02590 2.38476
C -3.06186 -0.18291 2.44908
C -2.13625 7.26302 2.10632
C -2.06773 -0.58777 1.55252
C -2.07047 -3.04812 1.03447
C -0.28554 -0.27883 -5.23282
C -1.53973 1.33156 3.56475
C 1.32074 -6.23803 1.21731
C 0.08327 -5.82027 -0.97124
C 3.11569 -0.92115 -1.41593
C -0.60482 6.55645 -0.78098
C -0.08637 5.57050 0.27515
C 5.13400 -1.04786 0.10379
C -0.53948 0.94215 2.68064
C 1.05099 -1.71493 -3.62568
H 3.46532 -0.47799 -2.34751
H -0.00574 -0.28030 1.02292
H 3.74601 -2.66452 -0.30440
H -1.59687 8.01722 1.53499
H -2.42882 7.72458 3.05159
H 0.09666 6.59919 -1.61684
H -1.75118 5.45046 3.18415
H -0.98680 -3.39649 -1.70265
H 4.66472 -1.81070 1.94144
H 0.54514 0.40306 -5.39083
H 0.30807 4.69372 -0.24541
H -3.05139 7.01141 1.56975
H 2.93793 -0.11972 -0.70277
H -1.21049 0.27173 -5.37242
H 0.45491 1.35468 2.73903
H -0.31281 6.34887 2.79692
H -4.05101 -0.61261 2.38222
H 6.12464 -1.48489 0.09441
H -1.45269 3.58900 -1.06247
H -1.31603 2.06086 4.32550
H -0.79213 -6.69944 0.77707
H 0.95188 -6.02181 -1.59181
H 5.04613 -1.80973 -2.61100
H 0.00738 -2.58116 1.34560
H 0.36873 -7.69255 -0.03268
H -0.29771 -0.11099 -3.09945
H -2.82764 2.74622 -0.36320
H 5.19131 -0.03793 -0.29832
H -1.96956 -1.43351 -0.44737
H -1.10226 -1.53250 -3.70501
H 0.40682 -1.09309 -1.05205
H 0.77870 6.00729 0.78024
H 3.68597 -0.57889 1.47265
H -2.65700 -3.78388 0.48733
H 1.91286 -7.10869 1.47971
H -0.40901 -4.22276 1.70104
H -1.57206 6.25364 -1.18416
H -3.58126 1.07801 4.11772
H 0.93050 -5.85778 2.15354
H 1.84413 -1.15296 -4.11415
H -0.69873 7.56804 -0.38953
H -1.23153 2.56868 0.37038
H -3.48378 -1.60335 0.40119
H -2.75772 4.06688 1.66160
H -0.26619 -1.06868 -5.97881
H -2.40559 -3.08805 2.06814
H 2.00133 -5.52801 0.75563
H -2.89006 5.13943 0.27561
*
```

Results
Frontier orbital gap   8.58 eV
E_HOMO   -8.1298 eV
Molecular weight   523.7 g/mol
LUMO   0.45 eV
Max |F|   0.9 eV/Å

Atom charges from the Mulliken analysis, given in e for atoms 1 to 6:
1. Cl -0.170
2. Cl -0.231
3. Si 0.071
4. Si -0.522
5. O -0.028
6. O -0.587



Below is a molecular structure, C24H48ClCsFIMgN5O8PS2 at a distorted geometry, with properties calculated with ωB97M-V/def2-TZVPD.

Structure (ORCA input):
```
! wB97M-V def2-TZVPD RIJCOSX def2/J DEFGRID3
* xyz 0 1
Cs -4.84731 -8.21179 0.70883
I 7.41054 2.14842 -2.35008
Cl 1.36463 -2.73170 5.61081
S -3.27158 5.11189 -1.03680
S 5.54781 5.76510 -4.35709
P 2.04467 1.90627 -0.36713
Mg 2.19174 -3.27130 -0.88211
F 5.07651 -0.98906 -1.51644
O 2.62468 -2.80217 6.29170
O -0.86314 6.07399 -0.49036
O 1.23260 -3.88069 4.72245
O 1.28573 -1.52546 4.81907
O 5.03233 4.74902 -3.40750
O -3.64676 -4.13289 1.31332
O 2.43499 -1.52979 0.07795
O 0.27766 -2.75612 6.56373
N 1.23984 3.33311 0.40838
N -2.97399 -4.89496 2.09209
N -1.57565 6.73725 -2.47758
N -0.30208 7.25774 -2.26258
N 2.80248 0.38664 -1.27449
C -2.57621 0.33893 -2.56875
C 3.60962 2.83420 -0.42501
C -1.52148 -3.07944 3.00559
C -3.62663 2.35591 -1.34006
C 5.06341 5.23956 -6.00402
C -2.60857 3.48768 -1.51817
C 5.30797 1.95814 -2.09040
C -0.92616 -5.50755 3.23644
C 0.81395 2.00588 -1.72950
C -1.61614 -4.45958 2.36020
C -0.33241 1.02179 -1.53205
C 0.07530 6.83705 -1.09801
C 2.69943 -0.59788 -0.65114
C -1.14783 0.85299 -2.80814
C 4.43382 7.17387 -4.27124
C -1.63724 -5.80882 4.56039
C -3.13127 -5.47148 4.52966
C -5.19639 -5.01513 3.28048
C -3.78097 -5.55660 3.14201
C -3.64837 1.42028 -2.56124
C 4.92599 2.06469 -0.61580
C -0.85648 -4.42929 1.02819
C -3.88441 -7.02250 2.70931
C -1.85508 6.05697 -1.41295
H -2.59664 -0.27036 -1.66592
H -3.56878 1.99009 -3.48543
H 1.32292 1.80457 -2.66721
H 5.61896 4.33489 -6.24150
H 3.40495 6.83882 -4.40679
H -4.62095 2.72612 -1.12486
H -0.95900 1.39917 -0.72641
H -5.76479 -5.08479 2.35004
H 3.51972 3.59839 -1.19354
H 1.70197 1.13897 0.75736
H 5.68729 2.68474 -0.15058
H -5.72844 -5.59447 4.03589
H 0.01798 0.04297 -1.21095
H 4.54616 7.62937 -3.28978
H -1.20272 1.79759 -3.34239
H -2.31996 3.56378 -2.55940
H -0.47701 -2.81146 3.16423
H 5.31265 6.02156 -6.72122
H -1.16412 -5.24999 5.36886
H -0.83898 -6.44090 2.66252
H -1.96716 -2.31155 2.37111
H -3.26936 1.75514 -0.50868
H -2.90167 -7.50004 2.62070
H 0.28810 3.10665 0.67186
H -3.66482 -6.12791 5.22108
H 1.73191 3.64101 1.23759
H 0.20561 -4.25568 1.21300
H -2.01173 -3.03316 3.97687
H -4.62443 0.94225 -2.58930
H -4.47487 -7.61465 3.42186
H 0.45107 3.02465 -1.78066
H -1.22222 -3.63668 0.37210
H 3.68855 3.35771 0.52128
H 4.70271 7.89646 -5.04162
H -0.59162 0.17871 -3.45450
H -1.69252 3.32540 -0.96602
H 0.09498 -5.19997 3.44869
H -2.80645 -0.33356 -3.39238
H 4.89176 2.82034 -2.58141
H 4.97507 1.10166 -0.12030
H 3.99350 5.03108 -6.02307
H 4.91751 1.05435 -2.53855
H -4.36958 -7.11641 1.74378
H -5.19172 -3.97406 3.59544
H -1.49584 -6.86417 4.80617
H 1.00895 7.01353 -0.60688
H -0.94967 -5.37929 0.49565
H -3.27677 -4.46404 4.92134
*
```

Results
Frontier orbital gap   2.55 eV
E_HOMO   -6.2038 eV
Molecular weight   968.3 g/mol
LUMO   -3.66 eV
Max |F|   12.5 eV/Å

Atom charges from the Mulliken analysis, given in e for atoms 1 to 6:
1. Cs 0.929
2. I -0.080
3. Cl 1.700
4. S -0.244
5. S 0.399
6. P 0.897



Below is a molecular structure, C24H48F2O14PPb2S6 at a distorted geometry, with properties calculated with ωB97M-V/def2-TZVPD.

Structure (ORCA input):
```
! wB97M-V def2-TZVPD RIJCOSX def2/J DEFGRID3
* xyz 3 1
Pb 1.74181 -2.50373 -0.50168
Pb 0.07172 2.47235 -0.33116
S -0.31584 4.52797 2.50349
S -0.92445 -4.55188 -1.37783
S 3.80333 0.66958 -0.12967
S 1.98455 -4.89496 2.08204
S 0.18790 -0.33111 -3.31716
S -2.85543 4.09474 -1.33874
P -0.96606 -0.53924 0.70733
F -1.69453 -1.17953 1.86218
F -2.02695 -0.88571 -0.43513
O 1.18431 -1.22613 -2.69861
O 2.64399 1.51683 0.20336
O -0.20351 -4.14006 -2.56846
O 0.21727 -1.28152 0.36843
O 2.09218 -3.46579 1.78231
O -0.94567 0.94165 0.86146
O 0.61509 3.75463 1.61032
O -0.57560 -3.77053 -0.19016
O 1.96827 -5.67291 0.87434
O 3.54002 -0.75431 -0.38200
O -1.66743 4.06644 2.48965
O -2.85623 2.79888 -1.98405
O -1.55342 4.67323 -1.05682
O -0.05563 0.87265 -2.51614
C -0.69127 -6.32448 -1.05344
C -2.71899 -4.61570 -1.49827
C 1.01148 -5.51232 4.47256
C 0.51095 0.28746 -4.95313
C -1.35987 -1.13335 -3.70053
C 4.72635 1.42235 -1.48926
C 2.51904 -5.04367 4.57331
C -1.86520 -7.03613 -1.74043
C -3.90325 5.15432 -2.22011
C -0.44080 5.83837 4.62854
C 6.32530 0.93909 0.35813
C 5.10904 0.78680 1.18998
C 0.55945 -5.08972 3.10300
C 3.12771 -5.54128 3.32197
C -0.75208 0.18123 -5.79936
C -0.29115 6.25952 2.10388
C 6.00522 1.85260 -0.83063
C -5.04860 5.39898 -1.25094
C -5.20855 4.16489 -0.28815
C 0.41234 4.69792 4.20842
C -0.44185 6.90835 3.48531
C -3.05908 -6.13369 -1.28512
C -1.90038 -0.18636 -4.77101
C -3.77887 3.84093 0.16684
H -5.95586 4.43313 0.47594
H -3.39741 4.66855 0.80710
H 7.19522 1.35341 0.88073
H -2.87176 -4.24195 -2.55473
H 5.92493 2.85219 -0.49734
H 4.87666 0.59112 -2.13207
H 3.12191 -5.52042 5.42948
H 0.35222 -4.02366 3.23113
H 0.73589 6.41806 1.67924
H -1.63745 -7.07691 -2.83013
H 4.04323 2.15487 -1.89279
H -1.81472 -1.32238 -2.78608
H 3.19075 -6.61176 3.17725
H 0.79644 1.32505 -4.72670
H -5.61603 3.28962 -0.74613
H 6.89825 1.87045 -1.51569
H -3.65219 2.83387 0.58314
H 0.35539 7.57064 3.70434
H -0.20324 -5.65618 2.67778
H 2.47522 -3.97545 4.63871
H -0.58663 -6.30031 0.01914
H -3.07142 -3.97349 -0.70689
H -2.76881 -0.64513 -5.30749
H -1.41164 5.46326 4.77294
H 0.28436 -6.42127 -1.52690
H 0.44221 -5.01986 5.20742
H -0.98828 1.19417 -6.24200
H -3.29211 6.04234 -2.31018
H 1.48558 4.93985 4.19103
H -1.89151 -8.12082 -1.42160
H -1.12331 -2.14435 -4.12438
H 4.99756 -0.10248 1.79899
H -3.94210 -6.44525 -1.81007
H -4.18110 4.71089 -3.18132
H -1.25401 7.57439 3.51289
H 0.17762 3.77106 4.77348
H -4.72893 6.28950 -0.62234
H -0.13708 6.34075 5.57658
H -0.61751 -0.65923 -6.48368
H -2.31594 0.63002 -4.22948
H 4.07331 -5.14482 2.95957
H 6.60668 -0.07763 -0.01876
H 4.91606 1.70108 1.76994
H -1.02486 6.47407 1.30753
H 1.06912 -6.58920 4.55050
H -5.99970 5.62868 -1.76219
H -3.18520 -6.20735 -0.21524
H 1.39356 -0.14878 -5.32956
*
```

Results
Frontier orbital gap   10.26 eV
Relative energy (zero: lowest compared OMol25 entry of this formula, charge and spin)   12.1 kJ/mol
E_HOMO   -16.9121 eV
Molecular weight   1236.4 g/mol
LUMO   -6.65 eV
Max |F|   4.2 eV/Å

Atom charges from the Mulliken analysis, given in e for atoms 1 to 6:
1. Pb 2.095
2. Pb 2.032
3. S 0.988
4. S 1.416
5. S 0.939
6. S 1.293



Taking the records one at a time from the top gives electronic energy values of -2702.72783; -4033.93551; -5311.87971 hartree.